{
  "formula": "C17H35Al2B2Br2F6LiNO15V",
  "method": "wB97M-V/def2-TZVPD",
  "elements": ["Br", "Br", "V", "Al", "Al", "F", "F", "F", "F", "F", "F", "O", "O", "O", "O", "O", "O", "O", "O", "O", "O", "O", "O", "O", "O", "O", "N", "C", "C", "C", "C", "C", "C", "C", "C", "C", "C", "C", "C", "C", "C", "C", "C", "C", "B", "B", "Li", "H", "H", "H", "H", "H", "H", "H", "H", "H", "H", "H", "H", "H", "H", "H", "H", "H", "H", "H", "H", "H", "H", "H", "H", "H", "H", "H", "H", "H", "H", "H", "H", "H", "H", "H"],
  "positions_angstrom": [[-0.453, 1.929, 4.576], [-6.326, 0.940, -0.159], [2.048, -6.391, 6.791], [-7.744, 2.448, 2.292], [-5.747, 2.636, -6.451], [-7.575, 0.854, 2.996], [7.325, -1.969, -1.686], [8.821, -0.204, -1.978], [-7.088, 2.441, 0.618], [-6.853, 3.613, 3.250], [-9.438, 2.901, 2.247], [-2.499, 0.948, -5.865], [5.062, -0.972, -3.890], [-1.372, -0.590, -3.248], [8.023, -0.709, 0.205], [-2.428, -1.632, 2.815], [0.406, -0.909, 0.773], [4.248, -2.375, -2.405], [3.818, -0.391, -2.171], [6.566, 0.263, -1.379], [-2.574, -3.716, -0.348], [2.142, -7.204, 8.331], [7.172, 0.312, 2.014], [5.386, 1.503, 0.071], [1.983, -5.477, 5.296], [-1.103, 2.466, -3.602], [-2.241, 0.314, 1.244], [-0.412, -1.546, -2.817], [6.269, 0.715, -0.167], [1.644, 0.591, 2.254], [2.616, -0.574, 2.711], [-1.578, 0.435, -2.285], [-4.077, 0.336, 3.326], [0.142, -2.315, 0.976], [4.050, -0.103, 3.201], [-2.113, 1.687, -2.955], [0.206, -0.103, 1.944], [4.421, -1.230, -2.877], [-0.930, 0.940, 1.551], [-1.510, 1.979, -5.971], [1.624, 1.710, 3.407], [-3.696, 1.280, -6.488], [-0.555, 1.913, -4.791], [7.180, 0.107, 0.823], [-2.890, -0.307, 2.433], [7.700, -0.673, -1.236], [2.536, -2.525, 4.887], [-0.760, -2.061, -1.917], [1.785, 1.218, 4.408], [-4.114, 2.197, -6.034], [-0.960, 1.815, -6.904], [-0.881, -2.534, 0.544], [2.792, -1.223, 1.791], [2.567, 2.349, 3.231], [-2.156, -0.351, 0.460], [-3.549, 1.423, -7.566], [-2.668, -3.110, 0.393], [0.314, 2.533, -5.026], [0.295, -2.685, 2.029], [2.054, -1.218, 3.453], [4.507, -0.992, 3.763], [0.553, -1.063, -2.628], [-3.740, 0.673, 4.362], [0.727, 2.455, 3.387], [-2.117, -1.533, 3.736], [-0.184, 0.900, -4.626], [-0.279, -2.276, -3.616], [-1.981, 2.969, -5.997], [-2.934, 1.462, -3.640], [-2.312, 0.064, -1.561], [-0.567, 1.451, 0.596], [-0.026, -0.700, 2.885], [4.734, 0.085, 2.329], [-4.813, -0.513, 3.531], [1.940, 1.053, 1.261], [-4.669, 1.163, 2.808], [-0.644, 0.670, -1.765], [-4.408, 0.463, -6.327], [0.898, -2.877, 0.333], [-1.113, 1.751, 2.292], [-2.521, 2.337, -2.176], [4.049, 0.753, 3.929]],
  "lowdin_charge": [0.28, 0.73, 0.72, 0.02, 0.93, -0.21, 0.11, 0.10, -0.51, -0.21, -0.22, -0.14, 0.22, -0.21, 0.22, 0.05, -0.20, 0.28, 0.28, 0.20, -0.41, -0.78, 0.12, 0.13, -0.83, -0.12, 0.06, -0.08, -0.42, -0.26, -0.23, -0.19, -0.02, -0.09, -0.09, -0.17, -0.32, -0.93, -0.19, -0.16, -0.36, -0.28, -0.17, -0.42, -0.55, -1.02, 0.79, 0.08, 0.01, -0.17, 0.13, 0.05, 0.13, 0.09, 0.08, 0.11, -0.16, 0.14, 0.09, 0.05, 0.07, 0.09, 0.06, -0.13, 0.10, 0.13, 0.09, 0.13, 0.11, 0.12, 0.13, 0.12, 0.06, 0.07, 0.16, 0.04, 0.13, 0.10, 0.10, 0.02, 0.13, 0.07],
  "e_lumo_ev": -1.0,
  "de_lowest_kj_mol": 392.23,
  "mol_weight_da": 900.73,
  "charge": -2
}